No. 1
A structure of composition C42H40IrN6P2Se2 in a non-equilibrium geometry. Source: the Open Molecules 2025 dataset; level of theory: the ωB97M-V functional and the def2-TZVPD basis.

Structure (XYZ):
```
93
Properties=species:S:1:pos:R:3:mulliken_charge:R:1
Ir -2.044 -1.197 0.965 -0.20
C -2.684 0.451 3.223 -1.05
N -1.550 -0.461 2.893 0.66
C -0.278 0.266 3.047 -1.36
C -1.655 -1.627 3.796 1.07
C -1.204 -1.555 5.102 -0.48
C -1.433 -2.599 5.982 -1.00
C -2.177 -3.690 5.557 -0.79
C -2.633 -3.770 4.252 -1.19
C -2.315 -2.777 3.318 0.26
N -2.591 -2.786 1.956 0.64
C -3.005 -3.853 1.159 0.38
C -3.053 -5.208 1.508 -1.05
C -3.604 -6.141 0.646 -0.84
C -4.084 -5.761 -0.599 -0.94
C -3.913 -4.450 -1.013 -0.59
C -3.361 -3.514 -0.158 0.51
N -3.110 -2.125 -0.613 0.66
C -2.388 -2.132 -1.904 -1.38
C -4.399 -1.400 -0.759 -0.99
H -2.597 0.793 4.255 0.37
H -3.631 -0.080 3.111 0.38
H -2.678 1.314 2.559 0.41
H -0.243 0.818 3.987 0.49
H -0.186 0.980 2.234 0.07
H 0.549 -0.437 2.999 0.48
H -0.682 -0.674 5.454 0.36
H -1.074 -2.541 7.001 0.42
H -2.401 -4.492 6.248 0.41
H -3.266 -4.598 3.977 0.74
H -2.610 -5.550 2.429 0.68
H -3.650 -7.181 0.942 0.42
H -4.547 -6.484 -1.256 0.40
H -4.202 -4.170 -2.019 0.38
H -3.014 -2.515 -2.711 0.41
H -1.497 -2.748 -1.816 0.43
H -2.097 -1.114 -2.140 0.38
H -5.022 -1.878 -1.517 0.40
H -4.207 -0.367 -1.048 0.33
H -4.935 -1.411 0.191 0.36
Se -0.563 5.643 -0.651 -0.35
P 0.584 3.881 -0.806 -0.33
C 1.868 3.881 0.487 0.55
C 1.768 3.036 1.584 0.80
C 2.704 3.089 2.608 -0.29
C 3.755 3.989 2.541 -0.73
C 3.838 4.868 1.469 -0.92
C 2.890 4.831 0.459 -0.76
C 1.322 3.718 -2.459 0.76
C 0.688 2.877 -3.370 -0.10
C 1.175 2.739 -4.663 -0.72
C 2.284 3.469 -5.063 -0.72
C 2.884 4.354 -4.178 -1.00
C 2.407 4.483 -2.883 -0.15
C -0.434 2.371 -0.550 0.91
C -0.279 0.976 -0.441 -0.28
N -1.463 0.492 -0.026 1.16
N -2.340 1.489 0.056 -0.77
N -1.736 2.618 -0.250 -0.69
P 0.930 -0.338 -0.717 1.07
Se 0.313 -2.132 0.567 -0.28
C 0.999 -0.558 -2.508 1.68
C 2.008 -1.378 -3.021 -1.05
C 2.033 -1.686 -4.369 -0.82
C 1.041 -1.198 -5.213 -0.61
C 0.038 -0.381 -4.707 -1.41
C 0.015 -0.066 -3.357 -0.64
C 2.557 0.274 -0.264 0.68
C 3.133 -0.155 0.931 -0.86
C 4.389 0.304 1.289 -0.76
C 5.064 1.188 0.458 -0.67
C 4.491 1.604 -0.738 -0.73
C 3.239 1.145 -1.110 -0.19
H 0.953 2.332 1.642 -0.16
H 2.611 2.424 3.460 0.47
H 4.503 4.012 3.324 0.43
H 4.637 5.597 1.423 0.44
H 2.938 5.560 -0.335 0.55
H -0.196 2.337 -3.066 0.72
H 0.685 2.067 -5.357 0.50
H 2.677 3.354 -6.066 0.43
H 3.724 4.956 -4.500 0.45
H 2.881 5.187 -2.218 0.15
H 2.767 -1.779 -2.356 0.54
H 2.821 -2.311 -4.768 0.45
H 1.039 -1.470 -6.260 0.45
H -0.727 0.009 -5.367 0.61
H -0.769 0.571 -2.969 0.55
H 2.604 -0.853 1.570 0.18
H 4.847 -0.035 2.210 0.45
H 6.049 1.542 0.735 0.43
H 5.026 2.279 -1.394 0.49
H 2.794 1.460 -2.048 0.46
```

The value obtained for the energy relative to the best compared isomer or geometry (same formula, charge and spin) is 17.7 kcal per mole. Its total energy is -205248.4959 eV. As for the highest occupied orbital energy (alpha / beta): -9.492 / -9.492 eV. For the LUMO energy (alpha / beta), the calculation gives -0.15389 / -0.15411 hartree. As for the total charge: +1. The gap between HOMO and LUMO (alpha / beta) comes out at 5.305 / 5.299 eV.

=====

No. 2
A structure of composition C42H40N10O4S3Ti in a non-equilibrium geometry. Source: the Open Molecules 2025 dataset; level of theory: the ωB97M-V functional and the def2-TZVPD basis.

Structure (XYZ):
```
100
Properties=species:S:1:pos:R:3:mulliken_charge:R:1
Ti -0.483 0.554 -0.359 -3.16
C 2.170 -2.638 5.393 -1.35
C 2.675 -2.332 3.990 -0.30
N 2.167 -1.046 3.497 0.17
C 1.027 -0.767 2.843 0.54
S 0.467 0.839 2.809 -0.53
N 0.322 -1.694 2.163 0.67
N -1.403 -0.871 0.459 1.11
C -2.524 -1.287 0.035 0.15
C -3.248 -2.468 0.594 -2.05
C -3.097 -0.549 -1.128 0.73
C -4.314 -0.802 -1.725 -0.25
C -4.693 -0.037 -2.821 -1.09
C -3.840 0.953 -3.276 -0.99
C -2.636 1.158 -2.619 -0.40
N -2.271 0.421 -1.570 1.32
H 2.613 -3.564 5.760 0.42
H 2.439 -1.838 6.084 0.37
H 1.085 -2.743 5.400 0.28
H 3.764 -2.270 3.984 0.47
H 2.390 -3.120 3.303 0.14
H 2.497 -0.240 4.009 0.46
H -2.621 -2.982 1.319 0.22
H -4.167 -2.143 1.089 0.39
H -3.521 -3.162 -0.203 0.51
H -4.959 -1.580 -1.340 0.61
H -5.639 -0.218 -3.313 0.49
H -4.093 1.570 -4.127 0.59
H -1.946 1.922 -2.955 0.36
C 3.572 -1.577 0.295 -0.51
O 3.605 -0.165 0.645 -0.53
C 2.357 0.249 0.566 0.09
N 1.447 -0.559 0.182 1.14
C 2.105 -1.830 -0.151 -0.25
C 1.488 -3.038 0.502 0.36
C 0.719 -2.971 1.652 -0.40
C 0.221 -4.134 2.231 -0.71
C 0.509 -5.374 1.686 -0.81
C 1.287 -5.451 0.535 -0.88
C 1.763 -4.289 -0.049 -0.64
C 2.014 1.627 0.926 -0.51
C 2.883 2.555 1.468 -0.43
C 2.383 3.803 1.809 -1.46
C 1.036 4.076 1.609 -0.38
C 0.252 3.080 1.068 -0.70
N 0.722 1.881 0.734 1.74
C -1.192 3.161 0.833 0.16
N -1.818 2.137 0.370 1.18
C -3.256 2.458 0.393 -0.47
C -3.253 3.963 0.769 -0.41
O -1.863 4.237 1.131 -0.50
C -4.032 1.602 1.372 0.29
C -5.423 1.624 1.297 -0.43
C -6.184 0.900 2.200 -0.77
C -5.560 0.142 3.184 -0.57
C -4.176 0.119 3.262 -0.77
C -3.411 0.850 2.361 0.14
H 3.845 -2.146 1.182 0.35
H 4.299 -1.747 -0.494 0.41
H 2.048 -1.976 -1.230 0.84
H -0.420 -1.263 1.618 -0.05
H -0.388 -4.045 3.122 0.57
H 0.121 -6.272 2.148 0.49
H 1.509 -6.411 0.088 0.48
H 2.362 -4.351 -0.952 0.53
H 3.920 2.291 1.623 0.72
H 3.033 4.553 2.237 0.55
H 0.596 5.030 1.866 0.71
H -3.673 2.320 -0.604 0.27
H -3.874 4.184 1.632 0.38
H -3.508 4.622 -0.058 0.34
H -5.918 2.210 0.528 0.47
H -7.264 0.929 2.140 0.45
H -6.155 -0.417 3.894 0.44
H -3.682 -0.458 4.033 0.51
H -2.331 0.835 2.452 -0.04
N 6.400 1.837 -4.556 -0.47
C 5.115 2.003 -4.157 1.06
C 4.059 1.909 -5.080 -0.91
C 2.754 2.056 -4.670 -0.50
C 2.476 2.300 -3.327 -0.48
C 3.510 2.407 -2.397 -0.29
C 4.814 2.260 -2.804 -0.83
S 0.831 2.386 -2.785 1.29
O 0.681 3.329 -1.707 -0.74
O -0.036 2.493 -3.923 -0.68
N 0.539 0.925 -2.030 0.63
C 0.315 -0.228 -2.736 0.11
S 0.563 -0.575 -4.406 -0.06
C -0.091 -2.149 -4.138 -0.67
C -0.454 -2.300 -2.848 -1.10
N -0.209 -1.210 -2.045 1.08
H 6.621 1.784 -5.535 0.21
H 7.157 2.045 -3.931 0.21
H 4.281 1.733 -6.124 0.35
H 1.944 2.013 -5.386 0.63
H 3.279 2.642 -1.367 0.50
H 5.623 2.360 -2.090 0.36
H -0.167 -2.858 -4.946 0.53
H -0.881 -3.192 -2.413 0.49
```

The value obtained for the energy relative to the best compared isomer or geometry (same formula, charge and spin) is 36.7 kcal per mole. Its total energy is -122905.9042 eV. As for the highest occupied orbital energy: -12.512 eV. For the LUMO energy, the calculation gives -0.22551 hartree. As for the total charge: +2. The gap between HOMO and LUMO comes out at 6.375 eV.

=====

No. 3
A structure of composition C42H41BF5N9NiP2S. Source: the Open Molecules 2025 dataset; level of theory: the ωB97M-V functional and the def2-TZVPD basis.

Structure (XYZ):
```
102
Properties=species:S:1:pos:R:3:lowdin_spin:R:1
Ni 0.326 0.829 0.462 0.00
C -1.687 3.320 3.113 0.00
C -1.513 2.081 2.504 0.00
N -0.477 2.120 1.669 0.00
N 0.037 3.362 1.734 0.00
C -0.676 4.105 2.593 0.00
B 1.342 3.736 0.980 0.00
N 1.174 3.629 -0.548 0.00
C 1.730 4.400 -1.505 0.00
C 1.491 3.813 -2.725 0.00
C 0.783 2.648 -2.412 0.00
N 0.603 2.533 -1.102 0.00
N 2.386 2.657 1.389 0.00
C 3.632 2.747 1.873 0.00
C 4.208 1.492 1.842 0.00
C 3.224 0.670 1.305 0.00
N 2.126 1.374 1.027 0.00
N 1.718 5.145 1.376 0.00
C 1.146 6.297 0.934 0.00
C 1.523 7.307 1.779 0.00
C 2.328 6.668 2.743 0.00
N 2.429 5.374 2.509 0.00
H -2.424 3.599 3.845 0.00
H -2.060 1.165 2.652 0.00
H -0.397 5.124 2.801 0.00
H 2.265 5.299 -1.254 0.00
H 1.784 4.174 -3.695 0.00
H 0.411 1.886 -3.078 0.00
H 4.002 3.698 2.210 0.00
H 5.196 1.214 2.160 0.00
H 3.273 -0.385 1.095 0.00
H 0.507 6.311 0.067 0.00
H 1.265 8.349 1.709 0.00
H 2.836 7.101 3.590 0.00
C -0.196 -6.084 -2.270 0.00
S -1.561 -6.413 -1.140 0.00
C -1.841 -4.740 -0.522 0.00
C -0.752 -4.246 0.420 0.00
C -0.951 -2.810 0.886 0.00
N -0.756 -1.840 -0.233 0.00
P -1.583 -0.310 -0.229 0.00
C -2.073 -0.036 -1.951 0.00
C -2.123 1.263 -2.435 0.00
C -2.612 1.507 -3.713 0.00
C -3.052 0.455 -4.498 0.00
C -3.026 -0.846 -4.003 0.00
C -2.545 -1.091 -2.730 0.00
C -3.250 -0.485 0.472 0.00
C -3.894 0.702 0.821 0.00
C -5.232 0.694 1.184 0.00
C -5.944 -0.496 1.185 0.00
C -5.323 -1.672 0.792 0.00
C -3.987 -1.668 0.424 0.00
P 0.858 -1.198 -0.425 0.00
C 2.010 -2.462 0.194 0.00
C 2.255 -2.596 1.561 0.00
C 3.070 -3.613 2.032 0.00
C 3.662 -4.497 1.140 0.00
C 3.448 -4.352 -0.223 0.00
C 2.630 -3.339 -0.698 0.00
C 1.174 -1.176 -2.196 0.00
C 0.544 -2.048 -3.078 0.00
C 0.883 -2.031 -4.421 0.00
C 1.859 -1.155 -4.880 0.00
C 2.495 -0.291 -3.999 0.00
C 2.150 -0.295 -2.656 0.00
H 0.046 -7.027 -2.757 0.00
H 0.693 -5.730 -1.748 0.00
H -0.490 -5.365 -3.036 0.00
H -2.807 -4.777 -0.012 0.00
H -1.945 -4.069 -1.379 0.00
H 0.215 -4.318 -0.079 0.00
H -0.698 -4.902 1.292 0.00
H -0.268 -2.592 1.708 0.00
H -1.949 -2.671 1.292 0.00
H -1.779 2.083 -1.817 0.00
H -2.644 2.521 -4.091 0.00
H -3.428 0.643 -5.495 0.00
H -3.387 -1.665 -4.611 0.00
H -2.531 -2.101 -2.339 0.00
H -3.358 1.643 0.794 0.00
H -5.717 1.621 1.457 0.00
H -6.987 -0.504 1.473 0.00
H -5.884 -2.597 0.756 0.00
H -3.541 -2.584 0.066 0.00
H 1.820 -1.897 2.263 0.00
H 3.249 -3.709 3.094 0.00
H 4.300 -5.289 1.507 0.00
H 3.922 -5.029 -0.923 0.00
H 2.475 -3.237 -1.763 0.00
H -0.209 -2.731 -2.707 0.00
H 0.387 -2.702 -5.111 0.00
H 2.122 -1.144 -5.929 0.00
H 3.252 0.393 -4.359 0.00
H 2.631 0.393 -1.968 0.00
F 0.522 -0.374 3.374 0.14
C -0.034 -0.571 4.566 0.61
F -1.349 -0.633 4.485 0.14
C 0.507 0.353 5.646 0.07
F 0.214 1.632 5.374 0.04
F 1.832 0.230 5.706 0.01
F -0.027 0.036 6.820 0.01
```

The expectation value of S² is 0.755. Its total energy is -142347.4788 eV. As for the highest occupied orbital energy (alpha / beta): -10.718 / -10.718 eV. For the LUMO energy (alpha / beta), the calculation gives -0.10961 / -0.11407 hartree. As for the total charge: +1. Its spin multiplicity is 2. The gap between HOMO and LUMO (alpha / beta) comes out at 7.735 / 7.614 eV.

=====

No. 4
A structure of composition C42H41CdClO2P2 in a non-equilibrium geometry. Source: the Open Molecules 2025 dataset; level of theory: the ωB97M-V functional and the def2-TZVPD basis.

Structure (XYZ):
```
89
Properties=species:S:1:pos:R:3:mulliken_charge:R:1
Cd -0.319 1.904 -1.626 0.54
C -2.152 1.119 -3.774 -0.49
C -2.062 -0.206 -3.506 0.12
C -1.112 -1.155 -4.134 -0.50
C 0.310 -0.539 -4.398 -1.56
C 0.948 0.258 -3.333 0.73
C 0.933 1.644 -3.261 -1.04
C 0.047 2.523 -4.160 -0.97
C -1.327 1.958 -4.715 -0.94
C 2.108 0.050 2.358 -1.51
H -3.074 1.623 -3.428 0.29
H -2.850 -0.655 -2.888 0.38
H -1.536 -1.544 -5.087 0.44
H -1.025 -2.068 -3.520 0.20
H 0.980 -1.403 -4.576 0.51
H 0.257 -0.015 -5.369 0.27
H 1.701 -0.291 -2.760 0.34
H 1.881 2.102 -3.016 0.56
H 0.738 2.789 -4.983 0.28
H -0.261 3.496 -3.710 0.41
H -1.936 2.853 -4.981 0.39
H -1.170 1.447 -5.678 0.32
H 1.474 0.931 2.475 0.27
H 3.012 0.090 2.973 0.60
H 1.545 -0.866 2.552 0.32
P -1.529 -0.857 0.607 1.24
P 2.677 -0.053 0.685 2.14
C 0.039 -1.098 -0.241 -0.98
C 1.411 -0.895 -0.260 -0.43
C -2.417 -2.427 0.615 -0.40
C -2.680 -3.093 -0.595 0.15
C -3.510 -4.219 -0.610 -0.64
C -4.065 -4.724 0.561 -0.56
C -3.771 -4.092 1.770 -0.62
C -2.946 -2.965 1.807 -0.44
C -2.638 0.496 0.191 0.94
C -2.153 1.677 -0.533 1.19
C -3.043 2.814 -0.561 -0.94
C -4.405 2.568 -0.634 -0.47
C -4.860 1.243 -0.558 -0.65
C -3.977 0.223 -0.179 -0.28
C 4.150 -1.110 0.629 -0.03
C 4.007 -2.480 0.917 -0.41
C 5.127 -3.313 0.983 -0.66
C 6.397 -2.790 0.707 -0.42
C 6.544 -1.433 0.402 -0.77
C 5.429 -0.588 0.377 -0.17
C 3.111 1.570 0.030 0.41
C 2.718 2.742 0.695 -0.61
C 2.911 3.981 0.097 -0.62
C 3.516 4.085 -1.154 -0.55
C 3.944 2.934 -1.807 -0.72
C 3.774 1.687 -1.204 -0.43
H -0.278 -1.810 -1.039 -0.12
H 1.922 -1.440 -1.077 0.71
H -2.267 -2.721 -1.538 0.06
H -3.732 -4.667 -1.572 0.42
H -4.706 -5.605 0.528 0.37
H -4.219 -4.489 2.674 0.42
H -2.733 -2.476 2.758 0.31
H -2.183 1.226 -1.596 -1.68
H -2.625 3.794 -0.778 0.36
H -5.117 3.389 -0.787 0.34
H -5.906 1.032 -0.798 0.38
H -4.308 -0.808 -0.290 0.34
H 3.002 -2.881 1.038 0.38
H 4.994 -4.362 1.249 0.39
H 7.269 -3.445 0.760 0.38
H 7.534 -1.027 0.193 0.39
H 5.545 0.460 0.094 0.39
H 2.255 2.662 1.676 0.26
H 2.583 4.881 0.608 0.42
H 3.663 5.064 -1.602 0.40
H 4.434 2.965 -2.780 0.41
H 4.138 0.788 -1.707 0.42
Cl -1.999 -0.108 8.804 -0.21
C -1.676 0.065 7.121 0.39
C -1.179 -1.016 6.373 -0.95
C -1.026 -0.886 4.981 0.02
C -1.354 0.333 4.361 0.30
C -1.788 1.408 5.129 -0.37
C -1.969 1.280 6.497 -0.78
C -1.165 0.594 2.909 0.26
O -1.152 -0.609 2.177 0.32
O -0.976 1.695 2.397 -0.61
H -0.925 -1.936 6.904 0.39
H -0.625 -1.722 4.401 0.41
H -1.957 2.353 4.642 0.49
H -2.344 2.093 7.097 0.42
```

The value obtained for the energy relative to the best compared isomer or geometry (same formula, charge and spin) is 31.3 kcal per mole. Its total energy is -83969.3785 eV. As for the highest occupied orbital energy (alpha / beta): -4.665 / -4.717 eV. For the LUMO energy (alpha / beta), the calculation gives 0.00567 / 0.00335 hartree. As for the total charge: 0. The gap between HOMO and LUMO (alpha / beta) comes out at 4.820 / 4.808 eV.

=====

Question: Which of these has the lowest total charge?
Answer: C42H41CdClO2P2